Entry 1:
Computed, not measured: a single C9H11BrN2O3S molecule, with ωB97M-V with the def2-TZVPD basis set.

Calculated values
Kohn-Sham gap: 9.9 eV
structure (SMILES): C[C@@H](NS(=O)(=O)c1ccc(Br)cc1)C(N)=O
HOMO energy: -9.40 eV
LUMO energy: 0.509 eV

Positions of all 27 atoms, in Å:
1 C 2.911 1.260 0.724
2 C 1.718 0.315 0.922
3 N 1.143 -0.120 -0.328
4 S 0.321 0.957 -1.291
5 O 0.808 0.849 -2.633
6 O 0.293 2.239 -0.647
7 C -1.319 0.246 -1.216
8 C -2.257 0.785 -0.358
9 C -3.512 0.209 -0.267
10 C -3.794 -0.904 -1.044
11 C -2.856 -1.447 -1.910
12 C -1.605 -0.861 -1.992
13 H -0.850 -1.242 -2.661
14 H -3.103 -2.311 -2.507
15 Br -5.510 -1.703 -0.923
16 H -4.263 0.616 0.393
17 H -1.995 1.659 0.217
18 H 1.735 -0.766 -0.828
19 C 2.193 -0.929 1.680
20 O 2.501 -1.956 1.123
21 N 2.279 -0.763 3.017
22 H 2.628 -1.523 3.578
23 H 2.023 0.096 3.469
24 H 0.926 0.829 1.474
25 H 3.689 0.757 0.154
26 H 2.577 2.136 0.174
27 H 3.320 1.572 1.682



Entry 2:
Computed, not measured: 2 unconnected molecules or ions with the total composition C9H11BrO at a distorted geometry, with ωB97M-V with the def2-TZVPD basis set.

Calculated values
Kohn-Sham gap (spin up / spin down): 8.5 / 5.4 eV
HOMO energy (spin up / spin down): -8.28 / -6.73 eV
energy above the lowest of the compared OMol25 structures with the same formula, charge and spin: 582.75 kJ/mol
LUMO energy (spin up / spin down): 0.175 / -1.296 eV

Positions of all 22 atoms, in Å:
1 C 0.795 -1.501 -2.615
2 C 0.917 -2.279 -1.507
3 C 0.663 2.016 1.525
4 C -0.250 2.722 0.531
5 C 0.275 0.607 1.362
6 C -1.130 1.617 0.150
7 C -0.419 0.306 0.002
8 C -1.211 0.526 1.198
9 C -0.253 -2.424 -0.787
10 O -0.282 -3.252 0.205
11 Br -2.715 -0.085 2.223
12 H 1.746 -1.459 -3.167
13 H -0.034 -0.824 -2.865
14 H 1.753 -3.031 -1.358
15 H 1.694 2.044 1.231
16 H 0.817 2.384 2.599
17 H -0.838 3.497 0.956
18 H 0.201 3.149 -0.408
19 H 0.841 -0.250 1.894
20 H -1.930 1.876 -0.456
21 H -1.228 -2.106 -1.125
22 H 0.587 -3.533 0.411



Entry 3:
Computed, not measured: a molecular structure, C9H11ClFFeO at a distorted geometry, with ωB97M-V with the def2-TZVPD basis set.

Calculated values
Kohn-Sham gap (spin up / spin down): 5.9 / 4.2 eV
HOMO energy (spin up / spin down): -15.55 / -15.51 eV
charge: +2
expectation value of S²: 8.7684
energy above the lowest of the compared OMol25 structures with the same formula, charge and spin: 297.67 kJ/mol
LUMO energy (spin up / spin down): -9.624 / -11.270 eV
2S+1: 6

Positions of all 24 atoms, in Å:
1 Fe -10.412 14.987 22.571
2 Cl -9.862 16.698 22.724
3 F -4.577 20.112 23.332
4 C -5.534 19.163 23.530
5 C -6.045 18.988 24.807
6 C -6.955 17.999 24.975
7 C -7.503 17.334 23.852
8 C -7.025 17.510 22.563
9 C -5.954 18.385 22.371
10 H -5.649 19.584 25.615
11 H -7.350 17.813 25.963
12 H -8.297 16.606 23.933
13 H -7.376 16.856 21.778
14 H -5.358 18.700 21.527
15 C -9.772 19.365 24.958
16 C -9.667 20.178 23.664
17 O -10.222 21.259 23.740
18 C -9.193 19.421 22.403
19 H -9.307 19.852 25.815
20 H -9.305 18.405 24.734
21 H -10.820 19.151 25.167
22 H -10.014 18.758 22.129
23 H -8.414 18.732 22.731
24 H -8.895 20.192 21.692



Entry 4:
Computed, not measured: 2 unconnected molecules or ions with the total composition C9H11F3N at a distorted geometry, with ωB97M-V with the def2-TZVPD basis set.

Calculated values
Kohn-Sham gap: 8.0 eV
HOMO energy: -14.20 eV
charge: +1
energy above the lowest of the compared OMol25 structures with the same formula, charge and spin: 609.19 kJ/mol
LUMO energy: -6.204 eV

Positions of all 24 atoms, in Å:
1 C -0.841 -2.368 1.870
2 C -1.666 -2.195 0.752
3 C 0.384 -1.765 1.944
4 C -1.314 -1.147 -0.130
5 C 0.833 -0.756 1.128
6 C -0.005 -0.518 -0.020
7 C 2.022 1.338 -2.477
8 C 1.427 1.202 -1.029
9 C 0.262 0.391 -1.045
10 N -2.388 2.098 1.087
11 F -1.010 2.165 1.348
12 F -2.260 1.714 -0.161
13 F -2.669 0.879 1.767
14 H -0.940 -3.007 2.684
15 H -2.521 -2.700 0.738
16 H 1.208 -1.852 2.742
17 H -1.905 -0.857 -0.968
18 H 1.820 -0.198 1.303
19 H 2.946 1.854 -2.555
20 H 1.472 1.969 -3.097
21 H 2.154 0.389 -3.016
22 H 2.077 0.806 -0.218
23 H 1.205 2.245 -0.701
24 H -0.291 0.312 -1.945



Entry 5:
Computed, not measured: 2 unconnected molecules or ions with the total composition C9H11F9O4, with ωB97M-V with the def2-TZVPD basis set.

Calculated values
Kohn-Sham gap: 11.5 eV
structure (SMILES): FC(F)C(F)(F)COC(F)(F)C(F)F.CC[C@@H](F)OC(=O)O
HOMO energy: -10.96 eV
energy above the lowest of the compared OMol25 structures with the same formula, charge and spin: 0.00 kJ/mol
LUMO energy: 0.517 eV

Positions of all 33 atoms, in Å:
1 C -0.367 4.478 1.549
2 C -0.784 3.278 0.683
3 C -1.487 2.135 1.425
4 F -1.104 2.108 2.750
5 O -2.892 2.179 1.355
6 C -3.499 3.366 1.648
7 O -3.495 3.874 2.718
8 O -4.250 3.807 0.594
9 H 0.482 4.986 1.083
10 H -1.171 5.216 1.631
11 H -0.081 4.171 2.555
12 H 0.089 2.848 0.181
13 H -1.460 3.610 -0.114
14 H -1.218 1.167 1.002
15 H -3.810 4.547 0.159
16 C 2.231 -3.399 -0.048
17 C 2.109 -1.875 0.057
18 C 0.714 -1.284 0.289
19 F -0.113 -1.558 -0.738
20 F 0.831 0.064 0.382
21 F 2.695 -1.277 -0.996
22 F 2.811 -1.534 1.183
23 O 2.305 -3.935 -1.349
24 C 1.195 -4.330 -2.033
25 C 1.057 -3.575 -3.364
26 F 1.004 -2.246 -3.148
27 F -0.090 -3.960 -3.963
28 F 0.080 -4.236 -1.292
29 F 1.354 -5.638 -2.356
30 H 3.203 -3.622 0.390
31 H 1.474 -3.895 0.560
32 H 0.284 -1.664 1.219
33 H 1.905 -3.807 -4.011



Entry 6:
Computed, not measured: 2 unconnected molecules or ions with the total composition C9H11FNO6 at a distorted geometry, with ωB97M-V with the def2-TZVPD basis set.

Calculated values
Kohn-Sham gap: 7.6 eV
HOMO energy: -12.23 eV
charge: +1
energy above the lowest of the compared OMol25 structures with the same formula, charge and spin: 136.83 kJ/mol
LUMO energy: -4.652 eV

Positions of all 28 atoms, in Å:
1 C -0.041 -0.776 2.473
2 N -0.814 0.508 2.674
3 O -0.782 1.221 1.491
4 C -2.200 0.332 3.233
5 C -3.215 -0.436 2.252
6 O -3.764 0.083 1.243
7 F -3.592 -1.804 2.533
8 H 0.488 -0.758 1.440
9 H 0.828 -0.813 3.244
10 H -0.672 -1.728 2.582
11 H -0.269 1.073 3.367
12 H -0.091 1.922 1.642
13 H -2.642 1.395 3.379
14 H -2.129 -0.233 4.228
15 C 2.301 -0.383 -3.565
16 C 1.387 -1.279 -3.185
17 C 0.360 -0.950 -2.155
18 O -0.472 -1.785 -1.842
19 C 0.400 0.384 -1.547
20 C 1.315 1.278 -1.924
21 C 2.325 0.959 -2.974
22 O 3.135 1.807 -3.307
23 O 1.363 2.522 -1.363
24 O 1.356 -2.531 -3.724
25 H 3.051 -0.607 -4.313
26 H -0.340 0.604 -0.789
27 H 2.108 2.978 -1.805
28 H 0.608 -2.984 -3.289



Please write out number 2 again, unchanged.
Computed, not measured: 2 unconnected molecules or ions with the total composition C9H11BrO at a distorted geometry, with ωB97M-V with the def2-TZVPD basis set.

Calculated values
Kohn-Sham gap (spin up / spin down): 8.5 / 5.4 eV
HOMO energy (spin up / spin down): -8.28 / -6.73 eV
energy above the lowest of the compared OMol25 structures with the same formula, charge and spin: 582.75 kJ/mol
LUMO energy (spin up / spin down): 0.175 / -1.296 eV

Positions of all 22 atoms, in Å:
1 C 0.795 -1.501 -2.615
2 C 0.917 -2.279 -1.507
3 C 0.663 2.016 1.525
4 C -0.250 2.722 0.531
5 C 0.275 0.607 1.362
6 C -1.130 1.617 0.150
7 C -0.419 0.306 0.002
8 C -1.211 0.526 1.198
9 C -0.253 -2.424 -0.787
10 O -0.282 -3.252 0.205
11 Br -2.715 -0.085 2.223
12 H 1.746 -1.459 -3.167
13 H -0.034 -0.824 -2.865
14 H 1.753 -3.031 -1.358
15 H 1.694 2.044 1.231
16 H 0.817 2.384 2.599
17 H -0.838 3.497 0.956
18 H 0.201 3.149 -0.408
19 H 0.841 -0.250 1.894
20 H -1.930 1.876 -0.456
21 H -1.228 -2.106 -1.125
22 H 0.587 -3.533 0.411